Molecular formula: C4H10N2O2
Method: DFT, ωB97M-V/def2-TZVPD

XYZ file:
```
18
Properties=species:S:1:pos:R:3:lowdin_charge:R:1
C 0.14162 -0.97646 1.31902 -0.02
C -0.79373 -0.46766 -1.50459 -0.61
N -0.60057 -0.75406 -2.81214 0.18
O -1.87748 -0.58393 -0.95995 0.07
H -1.38502 -1.06473 -3.36457 0.12
H 0.31214 -0.63939 -3.22322 0.11
H 0.94465 -1.71473 1.20114 0.09
H 0.07145 -0.71684 2.38094 0.09
H -0.78035 -1.49404 1.03939 0.08
C -0.52874 1.42721 0.79755 -0.02
C 0.40336 0.26093 0.44851 -0.60
N 1.76559 0.72765 0.73887 0.07
O 0.36895 -0.07114 -0.94689 0.05
H 2.41381 -0.01553 0.48839 0.08
H 1.86752 0.87911 1.73992 0.08
H -0.33376 2.29139 0.15129 0.09
H -1.58321 1.16956 0.66568 0.08
H -0.40622 1.74268 1.84065 0.09
```

Its charge is 0. Its relative energy (zero: lowest compared OMol25 entry of this formula, charge and spin) is 54.6 kJ/mol. Its gap between HOMO and LUMO is 10.42 eV. As for the SMILES: CC(C)(N)OC(N)=O. The electronic energy is -418.44015 Eh.